79
Properties=species:S:1:pos:R:3:forces:R:3 method="wB97M-V/def2-TZVPD" s_squared=2.009 orbital_gap_ha="0.21987 / 0.23770" total_charge=0 homo_ev="-5.3820 / -7.5052" spin_multiplicity=3
C -2.909048 2.899097 -2.571363 0.04 -0.02 -0.28
C -1.909360 3.173050 -1.643728 0.02 -0.25 0.54
C -1.418157 2.159994 -0.791567 -0.44 0.40 -1.14
C -1.802104 0.844344 -1.057282 0.09 -0.10 0.79
C -2.936315 0.603792 -1.833047 0.05 0.82 -0.90
C -3.450882 1.617475 -2.646958 -0.20 0.01 0.33
C -0.548574 2.545387 0.365042 0.43 0.49 0.21
C -1.228011 3.590298 1.286134 0.14 -0.17 0.29
N -2.396949 3.076588 1.973633 -0.38 -0.69 -0.45
Pd -0.659597 -0.885667 -0.548952 -1.08 0.70 -0.14
C -3.603302 -0.740663 -1.776005 0.04 -0.69 0.08
P -2.885831 -1.565084 -0.298554 0.05 1.05 0.18
H -1.501203 4.182002 -1.542713 -0.27 -0.16 -0.07
H -4.281624 1.386185 -3.315898 0.11 0.22 0.14
H -3.288192 3.689067 -3.220326 0.13 -0.18 0.13
H -3.404917 -1.365713 -2.663039 -0.05 0.13 0.21
H -4.694440 -0.675083 -1.642254 0.20 0.10 -0.19
H -0.252048 1.662403 0.949842 -0.11 0.13 -0.19
H 0.373869 3.014979 -0.003351 -0.15 -0.13 0.10
H -0.485160 3.930987 2.037322 -0.05 0.13 -0.29
C -3.518606 -3.249835 -0.345867 -0.53 -0.39 0.15
C -3.684688 -0.739217 1.098348 -0.54 -0.15 0.26
H -1.535766 4.459272 0.685471 0.15 -0.23 0.22
C -3.538163 3.958210 2.060162 0.23 0.06 0.00
C -2.148662 2.319371 3.180971 0.01 0.22 -0.05
H -0.246167 -2.644211 -0.924204 0.31 -0.92 -0.44
H -3.342527 4.837304 2.703393 -0.13 -0.02 -0.03
H -3.803203 4.310977 1.053224 -0.01 -0.09 0.30
H -4.385431 3.403213 2.486546 0.13 0.20 -0.16
H -1.898444 2.972599 4.040992 0.05 -0.11 -0.06
H -3.059093 1.759781 3.446080 0.33 0.04 -0.04
H -1.318557 1.614015 3.029401 -0.28 0.14 0.03
H -4.771861 -0.714321 0.943939 0.11 0.04 0.23
H -3.446113 -1.306459 2.007299 -0.15 0.14 -0.13
H -3.303474 0.283222 1.211550 -0.03 -0.26 -0.18
H -4.618872 -3.229698 -0.379758 0.26 -0.20 0.00
H -3.137082 -3.776672 -1.231463 -0.07 0.14 0.27
H -3.190791 -3.773344 0.562684 -0.13 0.01 -0.27
H -0.731674 -2.708741 -0.331062 0.15 -0.67 0.12
C 1.113606 -2.522061 2.843645 0.05 -0.43 0.18
Si 2.038102 -2.750967 1.213398 0.14 0.72 -0.16
C 3.890450 -2.948131 1.528446 0.01 -0.29 0.20
C 1.441588 -4.297362 0.318278 0.12 -0.39 0.13
Si 1.546722 -0.788790 0.038009 0.99 0.16 0.98
Si 3.110946 0.835887 0.709163 -0.17 -0.38 -0.18
C 4.853160 0.268214 0.241485 0.15 0.13 0.15
C 2.908461 2.558932 -0.024976 0.12 0.32 0.01
C 2.952533 0.930763 2.585829 0.21 0.19 0.12
Si 1.534927 -1.038278 -2.311437 0.12 0.60 -0.34
C 3.237598 -1.856004 -2.523108 0.02 -0.10 -0.27
C 0.335761 -2.062329 -3.351575 -0.06 -0.08 -0.12
C 1.557179 0.696100 -3.049727 0.06 -0.13 -0.30
H 1.234418 -3.437110 3.442288 -0.09 0.21 0.07
H 0.039558 -2.361219 2.677606 0.24 -0.04 -0.05
H 1.493165 -1.673155 3.426649 -0.06 -0.20 -0.15
H 4.053496 -3.955551 1.939599 0.11 0.19 -0.02
H 4.484588 -2.859344 0.609404 -0.18 -0.04 0.17
H 4.273671 -2.220262 2.255200 -0.10 -0.12 -0.15
H 0.467358 -4.629308 0.698795 0.14 0.07 -0.16
H 1.370329 -4.170178 -0.768576 0.03 -0.05 0.22
H 2.164609 -5.102775 0.518411 -0.20 0.11 -0.09
H 4.966336 0.104795 -0.837695 -0.05 0.07 0.23
H 5.538372 1.079595 0.529647 -0.02 -0.19 -0.08
H 5.168219 -0.642302 0.763870 -0.09 0.19 -0.14
H 2.371038 3.219758 0.669988 0.12 -0.16 -0.21
H 3.906410 2.996116 -0.185655 -0.23 -0.09 0.03
H 2.382972 2.565567 -0.988159 0.11 0.00 0.26
H 2.040028 1.472038 2.873629 0.18 -0.13 -0.07
H 2.932939 -0.054511 3.069930 0.06 0.23 -0.16
H 3.817841 1.487221 2.977446 -0.22 -0.10 0.06
H 3.410158 -2.696549 -1.836807 -0.08 0.20 -0.15
H 3.266706 -2.247972 -3.551264 0.15 0.03 0.16
H 4.059954 -1.138065 -2.405617 -0.24 -0.17 0.01
H -0.676687 -1.635023 -3.375842 0.26 -0.09 0.05
H 0.727716 -2.057315 -4.381427 -0.07 -0.03 0.20
H 0.268512 -3.106373 -3.022275 -0.01 0.14 -0.08
H 0.672787 1.279472 -2.760349 0.15 -0.18 -0.02
H 2.457353 1.256006 -2.766749 -0.16 -0.13 -0.08
H 1.548139 0.581565 -4.144120 0.06 0.20 0.15



77
Properties=species:S:1:pos:R:3:forces:R:3 method="wB97M-V/def2-TZVPD" s_squared=3.772 orbital_gap_ha="0.28392 / 0.28499" total_charge=0 homo_ev="-7.3375 / -7.7618" spin_multiplicity=4
P 0.064997 -1.975545 -4.558666 -0.22 -0.13 -1.51
P -0.002321 1.128156 -4.459339 0.06 0.19 -1.38
C -0.294686 -1.082125 -6.197469 0.00 -0.20 0.61
C 0.239226 0.337698 -6.170596 0.04 0.16 0.60
H -1.386365 -1.101736 -6.343208 0.31 0.07 -0.02
H 0.190638 -1.661571 -6.997705 -0.42 0.07 0.13
H 1.319332 0.366749 -6.387677 -0.33 -0.06 0.00
H -0.296664 0.966227 -6.899164 0.43 -0.09 0.11
C -1.600818 1.912366 -4.936289 -0.22 0.17 0.34
H -1.870629 2.657945 -4.178572 -0.14 -0.13 -0.17
H -2.395480 1.155239 -4.994333 0.16 0.23 0.05
H -1.491521 2.404360 -5.913274 -0.13 -0.07 0.28
C 1.089765 2.537771 -4.849019 0.22 0.45 0.18
H 0.800029 2.997323 -5.804052 0.16 0.00 0.22
H 2.129094 2.183719 -4.915556 -0.27 0.17 0.06
H 1.018808 3.276923 -4.043253 0.14 0.03 -0.21
C -1.036373 -3.374488 -4.960868 -0.22 -0.44 0.18
H -0.893036 -4.161821 -4.212106 -0.16 -0.01 -0.21
H -0.813006 -3.765527 -5.962698 -0.14 -0.02 0.22
H -2.082190 -3.035983 -4.924762 0.27 -0.17 0.02
C 1.625790 -2.715952 -5.197304 0.30 -0.21 0.33
H 2.413065 -1.952076 -5.265537 -0.15 -0.24 0.04
H 1.448093 -3.149858 -6.192179 0.15 0.06 0.29
H 1.950622 -3.504352 -4.506865 0.13 0.15 -0.19
V 0.053594 -0.418189 1.635363 -0.02 -1.16 2.83
C 0.616836 1.077190 0.127286 -2.15 1.08 -0.27
C -0.796069 0.977823 0.118791 2.04 1.16 -0.35
C -1.607614 0.203891 -0.858030 -0.69 -0.60 -0.57
C -1.960092 -1.230093 -0.392902 -0.85 0.40 -0.56
C -0.889511 -1.981782 0.317015 1.75 -0.70 -0.53
C 0.488193 -1.943880 0.059973 -1.45 -0.87 0.08
C 1.160755 -1.159838 -1.016437 0.29 0.13 -1.29
C 1.595834 0.274746 -0.646790 0.59 -0.54 -0.46
C 0.101818 -2.079136 3.062575 -0.10 0.05 -0.40
H 1.041301 1.939418 0.653406 -0.17 -0.40 -0.01
H -1.348211 1.737093 0.687751 0.39 -0.29 -0.10
H -1.148213 0.192133 -1.857450 0.05 -0.07 0.35
H -2.569756 0.718946 -0.984899 0.21 0.00 -0.04
H -2.849045 -1.183266 0.267919 0.46 0.01 -0.24
H -2.298693 -1.773670 -1.290229 0.07 -0.14 0.20
H -1.254586 -2.753620 1.000122 0.25 0.25 -0.13
H 1.128446 -2.672342 0.576009 -0.45 0.32 -0.10
H 0.557950 -1.161734 -1.947778 0.20 0.18 0.59
H 2.086516 -1.686628 -1.298519 -0.26 0.05 0.09
H 2.522999 0.222620 -0.051642 -0.22 0.00 -0.15
H 1.883442 0.770223 -1.584475 -0.08 0.15 0.09
H 0.699707 -1.913155 3.965212 -0.22 -0.13 -0.22
H 0.453800 -3.000719 2.561616 -0.14 0.18 0.37
H -0.946659 -2.258929 3.380561 0.39 -0.02 -0.10
C -1.851840 2.547361 4.962181 -0.39 -0.09 0.04
Si -1.524772 0.840790 4.213530 1.40 0.41 -0.59
C -1.467002 -0.362638 5.654444 -0.21 -0.19 0.15
C -2.955054 0.377528 3.091124 -0.57 0.02 0.11
C 0.043377 0.964567 3.111549 0.10 0.67 1.59
Si 1.718373 1.019722 4.048156 -1.44 0.42 -0.38
C 2.069179 -0.264159 5.377135 0.30 -0.10 0.14
C 3.074253 0.898300 2.756764 0.47 0.14 0.12
C 1.844005 2.704658 4.910804 0.44 -0.05 -0.03
H -2.845328 2.548728 5.434189 0.15 0.11 -0.03
H -1.846445 3.326312 4.190644 0.02 -0.08 0.11
H -1.118595 2.820512 5.732548 -0.12 -0.12 -0.22
H -2.444676 -0.323950 6.160208 0.17 0.00 -0.08
H -1.302452 -1.399921 5.342321 0.03 0.21 0.06
H -0.710055 -0.107043 6.405958 -0.19 0.03 -0.21
H -3.026267 1.050309 2.224462 0.00 -0.11 0.20
H -2.895978 -0.655096 2.717714 0.06 0.18 0.12
H -3.890273 0.469182 3.667356 0.10 -0.08 -0.27
H -0.043598 1.962413 2.611899 0.05 -0.32 0.46
H 2.229383 -1.268445 4.969276 -0.04 0.20 0.12
H 3.009914 0.031233 5.870761 -0.20 -0.03 -0.10
H 1.303051 -0.323657 6.160031 0.19 0.02 -0.27
H 2.934943 1.631985 1.952611 0.05 -0.10 0.15
H 4.034698 1.113925 3.248687 -0.06 -0.09 -0.25
H 3.145198 -0.100481 2.305834 -0.04 0.10 0.10
H 1.601581 3.523856 4.221170 0.01 -0.14 0.14
H 1.185794 2.783484 5.787370 0.13 -0.08 -0.25
H 2.879503 2.849949 5.257282 -0.23 0.09 0.00



Relative energy (zero: lowest compared OMol25 entry of this formula, charge and spin) in kcal/mol, matching the order above: 0.0; 0.0
Largest force on an atom in hartree/bohr, matching the order above: 0.027; 0.060